Below is a cluster of 3 separate species, C3H14N2O2 in total at a distorted geometry, with properties calculated with the ωB97M-V functional and the def2-TZVPD basis.

```
21
C3H14N2O2 the ωB97M-V functional and the def2-TZVPD basis
C 1.40370 3.14473 0.88231
C 1.64890 1.71590 0.40299
N 0.53029 0.73337 0.62336
C 0.80074 -0.61277 0.15828
N -0.29313 -1.54985 0.34486
H 1.10155 3.72181 -0.00099
H 0.87421 3.27472 1.83042
H 2.30740 3.69196 1.06094
H 2.52690 1.30680 0.99756
H 1.99839 1.70716 -0.65883
H 0.25088 0.78932 1.59396
H 1.04652 -0.46100 -0.98141
H 1.74987 -0.96738 0.58773
H -0.55002 -2.01107 -0.48976
H -1.13170 -1.00507 0.60888
O -3.56284 -5.31170 0.09620
H -3.02284 -4.53341 0.31149
H -3.48518 -6.10592 0.62102
O 0.12643 2.36246 -2.18479
H -0.57518 2.33084 -2.85844
H -0.37978 2.08339 -1.35281
```

Results
- Multiplicity: 1
- SMILES: CCNCN.O.O
- Energy above the lowest of the compared OMol25 structures with the same formula, charge and spin: 38.0 kcal/mol
- Total charge: 0
- Highest occupied orbital energy: -8.858 eV


Below is the molecule C2H7NO2S2 at a distorted geometry, with properties calculated with the ωB97M-V functional and the def2-TZVPD basis.

```
14
C2H7NO2S2 the ωB97M-V functional and the def2-TZVPD basis
C -0.09121 1.40251 0.46991
C -0.23599 0.29928 -0.43314
N 0.65682 -0.81509 -0.31217
S -1.91251 -0.42051 -0.19623
O -2.87225 0.56101 0.01918
O -1.92974 -1.52125 0.70114
S -2.26717 -1.39793 -2.08439
H -1.08870 1.69181 0.64815
H 0.57378 2.32144 0.18707
H 0.32665 1.09078 1.37309
H -0.40307 0.50418 -1.44078
H 1.19735 -0.90765 0.49240
H 0.40964 -1.74817 -0.74856
H -1.93387 -2.72251 -1.93624
```

Results
- Multiplicity: 1
- SMILES: C[C@@H](N)S(=O)(=O)S
- Energy above the lowest of the compared OMol25 structures with the same formula, charge and spin: 56.2 kcal/mol
- Total charge: 0
- Highest occupied orbital energy: -9.520 eV


Below is a structure of composition C25H31BBrCl2N8O4PdS at a distorted geometry, with properties calculated with the ωB97M-V functional and the def2-TZVPD basis.

```
74
C25H31BBrCl2N8O4PdS the ωB97M-V functional and the def2-TZVPD basis
Pd 0.20660 -0.27040 0.33885
C 0.90030 2.71750 -2.09559
C -0.49768 2.31395 -1.79823
C -1.67021 2.92830 -2.25004
C -2.70560 2.09489 -1.86300
C -4.15560 2.28619 -2.11094
N -2.16754 1.05327 -1.19092
N -0.82478 1.20298 -1.13703
B -2.84689 -0.30503 -0.89936
N -1.95619 -1.39367 -1.53190
N -0.66294 -1.46992 -1.20726
C -0.05679 -2.37406 -1.97407
C 1.40787 -2.57647 -1.82267
C -1.01697 -2.93222 -2.81537
C -2.21235 -2.28864 -2.50648
C -3.55489 -2.51049 -3.09078
N -2.91007 -0.58191 0.61214
N -1.79771 -0.83019 1.33682
C -2.16895 -1.34608 2.51286
C -1.24070 -1.82752 3.56829
C -3.56233 -1.40651 2.54901
C -3.99957 -0.92171 1.32966
C -5.39932 -0.76671 0.86980
H 0.90596 3.57835 -2.75851
H 1.40690 1.88919 -2.58938
H 1.47193 2.95277 -1.20242
H -1.74658 3.84168 -2.80568
H -4.29911 3.21540 -2.65488
H -4.70615 2.33334 -1.17287
H -4.56245 1.47246 -2.70749
H -3.92186 -0.32480 -1.37053
H 1.88627 -1.60758 -1.62191
H 1.84028 -3.01357 -2.71804
H 1.60941 -3.23911 -0.97969
H -0.87707 -3.69466 -3.55172
H -3.50959 -3.31981 -3.81284
H -3.91078 -1.61306 -3.59213
H -4.27599 -2.76563 -2.31651
H -0.46524 -2.45270 3.12920
H -1.79601 -2.41647 4.29326
H -0.76229 -1.00171 4.09348
H -4.17169 -1.76648 3.35001
H -6.06621 -1.09968 1.65833
H -5.59147 -1.35642 -0.02323
H -5.62254 0.27276 0.64162
Cl 2.98097 -3.03069 3.75892
C 2.67652 -1.29548 3.67273
Cl 4.18320 -0.40223 3.30820
C 1.70149 -0.99707 2.53318
O 1.62936 -1.75974 1.56435
O 0.96762 0.02522 2.62287
H 2.31476 -0.94731 4.64308
N 0.77720 3.75235 1.19213
C 0.46712 2.71203 1.95168
N -0.72287 2.10731 1.83952
S 1.55981 2.22305 3.15777
H 0.15631 4.04639 0.45234
H 1.77509 3.94740 1.08088
H -1.41065 2.41679 1.16573
H -0.97843 1.41151 2.52758
Br 8.28680 -1.53479 -0.79523
C 6.68933 -0.56983 -0.42946
C 5.52513 -1.26664 -0.13742
C 4.35720 -0.56593 0.09336
C 4.37123 0.82201 0.05139
C 5.54696 1.51451 -0.21408
C 6.71214 0.81737 -0.46852
C 3.09919 1.61518 0.28893
O 3.21433 2.80791 0.55964
O 2.02400 0.98018 0.13546
H 5.53872 -2.34352 -0.08650
H 3.44629 -1.10107 0.32128
H 5.53742 2.59389 -0.21558
H 7.63035 1.34136 -0.68606
```

Results
- <S²>: 6.03
- Multiplicity: 5
- Total charge: +1
- Highest occupied orbital energy (alpha / beta): -10.999 / -10.899 eV


Below is the molecule C6H12O at a distorted geometry, with properties calculated with the ωB97M-V functional and the def2-TZVPD basis.

```
19
C6H12O the ωB97M-V functional and the def2-TZVPD basis
C -2.50132 0.29690 -0.19966
C -1.65535 -0.61204 0.27473
C -0.58612 -1.29121 -0.54572
O 0.66331 -1.41899 0.09472
C 1.33982 -0.19073 0.37804
C 1.95243 0.44670 -0.86678
C 0.43925 0.79888 1.12637
H -2.40265 0.67592 -1.21722
H -3.24765 0.75672 0.44110
H -1.66978 -0.90029 1.32819
H -0.93454 -2.31513 -0.71148
H -0.49966 -0.79818 -1.52795
H 2.16749 -0.50412 1.02935
H 2.56767 -0.27273 -1.41722
H 2.59025 1.28518 -0.55933
H 1.18338 0.84701 -1.53883
H -0.55754 0.88414 0.67086
H 0.82807 1.81251 1.06502
H 0.32292 0.49947 2.17581
```

Results
- Multiplicity: 1
- SMILES: C=CCOC(C)C
- Energy above the lowest of the compared OMol25 structures with the same formula, charge and spin: 43.4 kcal/mol
- Total charge: 0
- Highest occupied orbital energy: -9.350 eV


Below is a cluster of 2 separate species, C10H11FO in total at a distorted geometry, with properties calculated with the ωB97M-V functional and the def2-TZVPD basis.

```
23
C10H11FO the ωB97M-V functional and the def2-TZVPD basis
C 2.70864 0.67496 -0.92552
C 2.13490 -0.52040 -1.36881
C 2.34115 1.29340 0.32343
C 0.92294 -0.90110 -0.74200
C 1.31708 0.70311 0.97984
C 0.57625 -0.38807 0.48722
C -3.23375 1.34308 -0.90361
C -1.97884 1.40317 -0.54332
C -2.28964 -2.36074 1.83055
C -0.59143 -0.77542 1.20891
O -1.35621 -1.83245 0.88731
F -1.13318 2.37514 -0.90673
H 3.47763 1.05897 -1.51856
H 2.45684 -1.13779 -2.29147
H 2.90161 2.14948 0.57005
H 0.27591 -1.58854 -1.28394
H 1.03549 0.98718 2.01937
H -3.73744 2.00994 -1.57963
H -3.95377 0.66471 -0.44209
H -2.23453 -3.44254 1.58546
H -3.26440 -1.90557 1.59212
H -1.83543 -2.02890 2.78505
H -0.87174 -0.27672 2.21500
```

Results
- <S²>: 2.04
- Multiplicity: 3
- Energy above the lowest of the compared OMol25 structures with the same formula, charge and spin: 2.8 kcal/mol
- Total charge: 0
- Highest occupied orbital energy (alpha / beta): -6.298 / -9.079 eV


Below is a cluster of 3 separate species, C22H47FN4O8 in total, with properties calculated with the ωB97M-V functional and the def2-TZVPD basis.

```
82
C22H47FN4O8 the ωB97M-V functional and the def2-TZVPD basis
C -0.70605 -4.69911 -1.71866
C -0.94374 -3.55654 -2.67944
O -0.02435 -2.89992 -3.12439
N -2.30528 -3.30846 -2.97271
C -2.55253 -2.05091 -3.70155
C -2.29815 -0.83591 -2.82390
C -3.38179 -0.49631 -1.79497
C -4.72358 -0.10656 -2.37476
O -5.48753 -1.20162 -2.91807
C -5.82701 -2.13981 -2.01474
O -6.43673 -1.91488 -0.99962
N -5.41308 -3.43859 -2.41517
C -5.21060 -4.32099 -1.27337
C -6.28771 -4.00707 -3.43110
C -5.56236 -5.15729 -4.08501
O -4.63085 -5.08341 -4.81281
F -6.07050 -6.35177 -3.74560
H -1.57770 -4.84574 -1.08536
H 0.16814 -4.46414 -1.11852
H -0.52540 -5.62244 -2.26867
H -2.63490 -4.08873 -3.53776
H -3.57732 -2.08569 -4.06152
H -1.90711 -1.99174 -4.58308
H -1.36852 -1.00111 -2.27733
H -2.11731 0.03587 -3.45551
H -3.46094 -1.29197 -1.04988
H -3.03319 0.37557 -1.24828
H -4.56891 0.58701 -3.20072
H -5.32877 0.41140 -1.62879
H -4.75597 -5.24817 -1.62583
H -6.13934 -4.56954 -0.75197
H -4.50129 -3.86686 -0.58642
H -7.24646 -4.33050 -3.01466
H -6.44052 -3.26582 -4.21534
C 1.97998 0.37959 3.21034
O 0.85257 0.06637 4.00543
C 0.36224 1.15126 4.78212
C -0.97638 1.63418 4.26732
N -0.83873 2.28652 2.97153
C -2.09728 2.58049 2.29384
C -3.00241 1.41572 1.90855
O -2.48136 0.58078 0.88827
C -1.59136 -0.42961 1.32939
H 2.37318 -0.55592 2.81592
H 1.71564 1.02761 2.36687
H 2.76350 0.86484 3.79990
H 1.08695 1.97049 4.80535
H 0.23241 0.78671 5.80485
H -1.39268 2.35169 4.98088
H -1.64819 0.76569 4.23511
H -0.27351 1.70274 2.36931
H -1.85011 3.12136 1.37689
H -2.67223 3.26861 2.92181
H -3.92065 1.84361 1.49675
H -3.30185 0.81189 2.77289
H -1.84759 -0.78719 2.32923
H -0.55208 -0.09100 1.32127
H -1.66825 -1.26403 0.62949
C 8.01505 1.76345 -1.04777
O 7.85599 3.09492 -0.60058
C 6.78373 3.80172 -1.21069
C 5.66852 4.07037 -0.22376
N 4.98182 2.84095 0.14873
C 4.04202 2.97446 1.25752
C 4.57639 3.39150 2.62272
O 5.39163 2.42126 3.25100
C 6.75697 2.43303 2.87950
H 8.95982 1.39875 -0.64842
H 7.21118 1.10818 -0.69449
H 8.05533 1.71397 -2.13971
H 6.40819 3.25954 -2.08330
H 7.18140 4.76072 -1.55417
H 4.94673 4.75099 -0.68540
H 6.11095 4.58638 0.63929
H 5.67125 2.14058 0.38813
H 3.55974 2.00249 1.38315
H 3.26028 3.68129 0.96082
H 3.71148 3.51715 3.28023
H 5.08854 4.36077 2.59388
H 7.10527 3.44326 2.64968
H 6.95292 1.78297 2.02206
H 7.33039 2.05058 3.72380
```

Results
- Multiplicity: 1
- SMILES: CC(=O)NCCCCOC(=O)N(C)CC(=O)F.COCCNCCOC.COCCNCCOC
- Energy above the lowest of the compared OMol25 structures with the same formula, charge and spin: 5.0 kcal/mol
- Total charge: 0
- Highest occupied orbital energy: -8.732 eV